Entry 1:
{
  "formula": "C29H55BClN2O7",
  "method": "ωB97M-V with the def2-TZVPD basis set",
  "lumo_energy_ev": 2.219,
  "total_charge": -1,
  "homo_lumo_gap_ev": 6.7483,
  "homo_energy_ev": -4.53,
  "elements": ["C", "C", "O", "C", "C", "O", "C", "B", "C", "C", "C", "C", "C", "C", "C", "C", "O", "C", "C", "C", "C", "O", "C", "C", "Cl", "C", "C", "O", "H", "H", "H", "H", "H", "H", "H", "H", "H", "H", "H", "H", "H", "H", "H", "H", "H", "H", "H", "H", "H", "H", "H", "H", "H", "H", "H", "H", "H", "H", "H", "H", "H", "C", "C", "C", "O", "C", "N", "H", "H", "H", "H", "H", "H", "H", "H", "H", "H", "H", "C", "C", "C", "O", "C", "N", "H", "H", "H", "H", "H", "H", "H", "H", "H", "H", "H"],
  "positions_angstrom": [[1.165, -2.266, -4.271], [2.563, -2.077, -5.112], [3.061, -0.692, -5.106], [2.274, 0.129, -6.059], [2.618, 1.711, -5.665], [1.979, 1.938, -4.343], [0.682, 2.668, -4.519], [-0.242, 2.436, -3.138], [0.594, 3.304, -2.030], [0.780, 2.624, -0.557], [1.115, 1.060, -0.207], [1.291, 0.425, 1.313], [1.153, 1.409, 2.617], [0.866, 3.006, 2.317], [0.668, 3.629, 0.776], [0.392, 5.243, 0.706], [-0.310, 0.965, -3.065], [-1.758, 0.774, -2.713], [-1.990, -0.823, -2.682], [-2.557, -1.307, -1.061], [-4.265, -1.209, -0.839], [-3.160, -0.171, -0.187], [-2.351, 1.714, -3.929], [-3.962, 1.783, -4.181], [-4.918, 2.818, -2.979], [-4.168, 2.246, -5.773], [-3.572, 3.763, -6.030], [-1.583, 2.940, -3.605], [1.411, -2.395, -3.111], [0.468, -1.308, -4.331], [0.551, -3.179, -4.672], [3.371, -2.760, -4.573], [2.373, -2.442, -6.211], [2.599, -0.009, -7.174], [1.114, 0.002, -5.959], [3.773, 1.889, -5.524], [2.140, 2.487, -6.400], [0.103, 2.232, -5.456], [0.961, 3.806, -4.652], [0.000, 4.331, -1.895], [1.682, 3.637, -2.388], [1.249, 0.277, -1.096], [1.502, -0.743, 1.416], [1.270, 0.929, 3.683], [0.802, 3.714, 3.265], [1.109, 5.756, 1.509], [-0.701, 5.548, 1.036], [0.706, 5.727, -0.331], [-1.897, 1.456, -1.776], [-2.725, -1.286, -3.450], [-0.986, -1.423, -2.710], [-1.948, -2.260, -0.509], [-4.349, -1.150, -2.030], [-4.933, -0.284, -0.710], [-1.820, 1.293, -4.913], [-4.354, 0.655, -4.148], [-3.506, 1.519, -6.444], [-5.279, 2.099, -6.141], [-3.741, 4.372, -5.042], [-2.402, 3.685, -6.206], [-4.072, 4.265, -6.979], [0.389, -5.424, 3.721], [-0.992, -4.958, 3.268], [-1.193, -5.027, 1.736], [-0.563, -3.964, 1.014], [0.813, -4.176, 0.739], [-1.230, -3.601, 3.783], [1.173, -4.694, 3.507], [0.397, -5.590, 4.805], [0.659, -6.371, 3.242], [-1.726, -5.632, 3.725], [-2.266, -4.925, 1.533], [-0.894, -6.003, 1.333], [1.040, -5.229, 0.547], [1.422, -3.798, 1.563], [1.073, -3.599, -0.153], [-2.188, -3.329, 3.554], [-0.659, -2.960, 3.225], [0.647, 0.898, 8.251], [1.014, -0.252, 7.318], [2.162, -1.139, 7.856], [3.465, -0.564, 7.708], [3.824, 0.346, 8.737], [1.330, 0.292, 5.989], [1.383, 1.706, 8.235], [-0.313, 1.337, 7.953], [0.541, 0.547, 9.283], [0.126, -0.888, 7.225], [2.180, -2.062, 7.263], [1.985, -1.442, 8.895], [3.420, 0.051, 9.710], [3.495, 1.353, 8.476], [4.915, 0.364, 8.807], [1.487, -0.486, 5.347], [2.250, 0.738, 6.055]]
}

---

Entry 2:
{
  "formula": "C29H55N2O18S4",
  "method": "ωB97M-V with the def2-TZVPD basis set",
  "lumo_energy_ev": -3.010,
  "total_charge": 1,
  "homo_lumo_gap_ev": 9.1509,
  "homo_energy_ev": -12.16,
  "elements": ["C", "C", "C", "C", "C", "C", "C", "C", "C", "C", "C", "C", "C", "N", "C", "N", "C", "C", "O", "C", "C", "O", "C", "C", "C", "H", "H", "H", "H", "H", "H", "H", "H", "H", "H", "H", "H", "H", "H", "H", "H", "H", "H", "H", "H", "H", "H", "H", "H", "H", "H", "H", "H", "H", "H", "H", "H", "H", "H", "H", "H", "H", "H", "H", "C", "C", "O", "S", "O", "O", "O", "H", "H", "H", "H", "C", "C", "O", "S", "O", "O", "O", "H", "H", "H", "H", "C", "C", "O", "S", "O", "O", "O", "H", "H", "H", "H", "C", "C", "O", "S", "O", "O", "O", "H", "H", "H", "H"],
  "positions_angstrom": [[-0.220, 0.480, -0.358], [0.431, 1.344, 0.783], [-0.542, 1.614, 1.989], [-1.145, 0.321, 2.662], [-0.304, -0.261, 3.860], [1.200, -0.573, 3.547], [1.449, -1.563, 2.342], [2.963, -1.545, 1.832], [3.144, -1.288, 0.293], [3.252, -2.632, -0.562], [1.823, -3.308, -0.642], [1.341, -3.552, -2.154], [-0.175, -3.925, -2.078], [-0.613, -5.163, -1.585], [-1.988, -5.126, -1.628], [-2.384, -3.932, -2.129], [-3.838, -3.669, -2.239], [-4.302, -3.005, -0.869], [-5.456, -2.998, -0.536], [-1.291, -3.093, -2.445], [-1.388, -1.647, -2.998], [-0.135, -1.083, -3.345], [-0.443, 0.151, -4.062], [0.617, 1.281, -3.807], [-0.013, 2.598, -3.137], [-1.129, 0.964, -0.816], [0.536, 0.295, -1.168], [-0.559, -0.539, -0.018], [0.702, 2.336, 0.316], [1.388, 0.873, 1.125], [-0.051, 2.244, 2.786], [-1.403, 2.215, 1.571], [-1.408, -0.464, 1.892], [-2.140, 0.629, 3.100], [-0.867, -1.152, 4.259], [-0.321, 0.518, 4.671], [1.818, 0.340, 3.353], [1.631, -1.078, 4.462], [0.762, -1.243, 1.511], [1.157, -2.630, 2.571], [3.429, -2.506, 2.181], [3.470, -0.729, 2.424], [2.328, -0.685, -0.181], [4.110, -0.738, 0.106], [3.909, -3.312, 0.055], [3.740, -2.472, -1.554], [1.724, -4.227, -0.007], [1.081, -2.570, -0.219], [1.927, -4.446, -2.514], [1.529, -2.634, -2.755], [-0.035, -5.927, -1.230], [-2.628, -5.960, -1.281], [-4.111, -2.954, -3.051], [-4.334, -4.670, -2.336], [-3.559, -2.489, -0.181], [-1.933, -1.011, -2.241], [-2.019, -1.693, -3.937], [-0.554, -0.037, -5.162], [-1.438, 0.557, -3.711], [0.977, 1.630, -4.819], [1.530, 0.952, -3.256], [0.777, 3.199, -2.604], [-0.449, 3.293, -3.903], [-0.827, 2.366, -2.408], [-9.279, -4.619, -2.023], [-8.334, -5.065, -0.924], [-8.408, -6.492, -0.929], [-8.674, -7.001, -2.439], [-7.424, -7.373, -3.013], [-9.800, -7.864, -2.430], [-9.112, -5.579, -3.069], [-10.319, -4.654, -1.689], [-9.050, -3.618, -2.384], [-8.614, -4.669, 0.051], [-7.304, -4.779, -1.148], [4.401, 3.439, -4.653], [5.578, 2.551, -4.298], [5.637, 2.576, -2.868], [4.144, 2.727, -2.280], [3.666, 1.433, -1.925], [4.123, 3.828, -1.378], [3.416, 3.173, -3.648], [4.671, 4.496, -4.594], [4.004, 3.223, -5.643], [6.512, 2.906, -4.728], [5.403, 1.518, -4.611], [-0.392, 5.763, 6.501], [0.202, 5.834, 5.107], [0.668, 4.510, 4.840], [-0.293, 3.448, 5.584], [-1.246, 2.970, 4.637], [0.515, 2.582, 6.368], [-1.040, 4.488, 6.565], [0.389, 5.787, 7.265], [-1.106, 6.563, 6.687], [1.019, 6.551, 5.038], [-0.561, 6.081, 4.364], [3.446, 4.213, 1.710], [4.863, 4.750, 1.675], [5.051, 5.365, 2.953], [4.193, 4.562, 4.061], [5.057, 3.647, 4.724], [3.380, 5.495, 4.762], [3.261, 3.726, 3.042], [2.717, 5.009, 1.534], [3.290, 3.415, 0.987], [5.015, 5.470, 0.874], [5.591, 3.940, 1.578]]
}

---

Entry 3:
{
  "formula": "C29H56BCoN9O10P2",
  "method": "ωB97M-V with the def2-TZVPD basis set",
  "multiplicity": 2,
  "lumo_energy_ev": [-0.111, 0.410],
  "total_charge": 0,
  "homo_lumo_gap_ev": [8.4469, 8.9681],
  "homo_energy_ev": [-8.56, -8.56],
  "elements": ["Co", "C", "C", "C", "C", "N", "N", "B", "N", "N", "C", "C", "C", "C", "C", "C", "C", "C", "N", "N", "C", "C", "C", "C", "C", "C", "C", "C", "C", "C", "C", "C", "H", "H", "H", "H", "H", "H", "H", "H", "H", "H", "H", "H", "H", "H", "H", "H", "H", "H", "H", "H", "H", "H", "H", "H", "H", "H", "H", "H", "H", "H", "H", "H", "H", "H", "H", "H", "H", "H", "H", "H", "C", "C", "O", "P", "O", "O", "O", "P", "O", "O", "O", "H", "H", "H", "H", "H", "H", "H", "N", "C", "N", "O", "H", "H", "H", "H", "N", "C", "C", "O", "O", "H", "H", "H", "H", "H"],
  "positions_angstrom": [[0.268, 0.064, -0.161], [-3.678, -3.539, 0.098], [-2.242, -3.155, 0.223], [-1.194, -3.934, 0.653], [-0.047, -3.124, 0.599], [-0.401, -1.917, 0.147], [-1.740, -1.945, -0.085], [-2.557, -0.726, -0.539], [-2.033, -0.183, -1.883], [-0.717, 0.067, -2.103], [-0.614, 0.571, -3.339], [-1.895, 0.618, -3.915], [-2.766, 0.139, -2.966], [-4.243, -0.043, -3.084], [0.624, 0.942, -4.140], [0.907, -0.206, -5.126], [0.309, 2.207, -4.957], [1.858, 1.216, -3.288], [-2.514, 0.366, 0.545], [-1.366, 0.777, 1.140], [-1.717, 1.665, 2.087], [-3.116, 1.814, 2.075], [-3.583, 0.974, 1.093], [-4.999, 0.739, 0.687], [-0.870, 2.309, 3.178], [-1.169, 1.537, 4.481], [-1.285, 3.768, 3.433], [0.622, 2.284, 2.883], [1.328, -3.683, 0.948], [1.652, -4.781, -0.084], [2.486, -2.663, 0.976], [1.234, -4.377, 2.320], [-3.790, -4.589, 0.360], [-4.039, -3.389, -0.920], [-4.296, -2.944, 0.771], [-1.260, -4.956, 0.982], [-3.682, -1.069, -0.701], [-2.155, 0.970, -4.898], [-4.558, 0.214, -4.093], [-4.777, 0.596, -2.381], [-4.525, -1.077, -2.882], [0.012, -0.444, -5.702], [1.221, -1.100, -4.593], [1.704, 0.075, -5.818], [-0.353, 1.989, -5.797], [1.231, 2.626, -5.364], [-0.170, 2.963, -4.332], [2.066, 0.380, -2.630], [1.687, 2.090, -2.671], [2.722, 1.400, -3.931], [-3.719, 2.433, 2.715], [-5.657, 1.324, 1.326], [-5.267, -0.313, 0.781], [-5.170, 1.035, -0.347], [-2.151, 1.815, 4.868], [-0.422, 1.774, 5.242], [-1.183, 0.464, 4.313], [-2.367, 3.882, 3.496], [-0.907, 4.445, 2.668], [-0.860, 4.088, 4.386], [0.969, 1.279, 2.691], [1.186, 2.710, 3.714], [0.857, 2.866, 1.996], [1.759, -4.356, -1.077], [0.860, -5.530, -0.119], [2.586, -5.276, 0.189], [3.361, -3.085, 0.478], [2.783, -2.438, 2.000], [2.231, -1.744, 0.465], [0.604, -5.266, 2.270], [0.804, -3.712, 3.066], [2.229, -4.680, 2.648], [2.879, 4.750, 0.589], [2.481, 3.577, -0.298], [3.042, 3.722, -1.611], [0.680, 3.572, -0.658], [-0.057, 4.471, 0.430], [0.546, 4.509, -1.941], [-0.001, 2.269, -0.809], [3.067, 1.957, 0.491], [4.269, 1.606, -0.575], [3.615, 2.227, 1.829], [2.066, 0.839, 0.321], [2.514, 5.686, 0.163], [3.965, 4.780, 0.658], [2.473, 4.618, 1.590], [3.874, 3.224, -1.608], [-0.877, 4.018, 0.691], [1.278, 4.371, -2.565], [3.972, 0.850, -1.105], [0.259, -2.854, -2.715], [1.506, -2.389, -2.447], [2.528, -3.009, -3.127], [1.744, -1.472, -1.667], [0.085, -3.445, -3.507], [-0.499, -2.297, -2.354], [2.381, -3.896, -3.574], [3.453, -2.815, -2.786], [2.451, -0.975, 4.393], [1.123, -1.450, 4.772], [0.168, -1.424, 3.571], [-0.972, -1.801, 3.641], [0.703, -0.944, 2.460], [3.171, -1.342, 4.998], [2.511, 0.038, 4.414], [1.669, -0.841, 2.582], [0.653, -0.877, 5.576], [1.180, -2.484, 5.112]]
}

---

Let's list electronic energy in order: -61457.1962, -114129.2570, -121759.6679 eV.
Let's list molar mass in order: 590.0, 848.0, 822.5 g mol⁻¹.